Run a
{"formula": "C4H5ClN2O", "method": "ωB97M-V with the def2-TZVPD basis set", "homo_energy_ev": -9.20, "smiles": "C[C@@H](Cl)C#[N+][O-].C#N", "gap_ev": 9.95, "species": ["N", "H", "C", "O", "H", "H", "H", "C", "C", "N", "H", "C", "Cl"], "positions_angstrom": [[-0.80644, -2.59043, -0.06852], [1.15942, -0.41507, 1.54579], [-0.01283, -0.13549, 0.04303], [-1.27147, -3.68237, -0.14812], [-0.54112, 0.50159, 0.68563], [2.04609, -0.74832, 0.11946], [-4.19827, 0.69739, -1.87858], [1.35730, -0.13495, 0.53706], [-3.58133, 0.36824, -1.11023], [-2.96595, -0.19749, -0.36538], [1.75745, 0.95338, 0.62455], [-0.57444, -1.46527, 0.10011], [-0.15191, 0.18991, -1.69560]]}

=====

Run b
{"formula": "C4H5ClN2O", "method": "ωB97M-V with the def2-TZVPD basis set", "homo_energy_ev": -8.51, "smiles": "O=C1NC=C(Cl)CN1", "gap_ev": 9.22, "species": ["H", "C", "H", "C", "C", "H", "H", "N", "H", "C", "Cl", "O", "N"], "positions_angstrom": [[1.57103, 0.88768, 1.49890], [0.01633, -0.60132, 1.18596], [0.51771, -1.47679, 1.59731], [1.05363, 1.08623, -0.41209], [-0.86064, -0.31226, -1.10731], [-1.57318, -0.49065, -1.88305], [0.11615, 1.13051, -2.21715], [0.95513, 0.47827, 0.79147], [-0.62476, -0.19296, 2.02628], [-0.94978, -0.94717, 0.09722], [-2.21307, -2.14829, 0.37681], [1.87220, 1.93794, -0.62703], [0.11925, 0.64880, -1.32732]]}

=====

Run c
{"formula": "C4H5ClN2O", "method": "ωB97M-V with the def2-TZVPD basis set", "homo_energy_ev": [-7.99, -7.98], "gap_ev": [6.20, 6.19], "species": ["N", "C", "H", "O", "C", "Cl", "H", "H", "H", "N", "C", "C", "H"], "positions_angstrom": [[-1.59760, -0.48510, 1.16685], [0.87755, 0.41573, -0.99180], [1.79814, -1.51439, -1.06248], [-0.94190, 2.11881, -0.73409], [-1.20811, 0.12037, 2.21549], [1.98554, 1.17905, 0.23269], [1.23590, 0.71750, -1.98652], [-2.54919, -0.33590, 0.85775], [0.52281, -1.35243, 0.17099], [-0.70936, 0.58239, 3.16239], [0.82593, -1.08797, -0.83763], [-0.33610, 1.13278, -0.65871], [0.09641, -1.49084, -1.53493]]}

=====

run b is favored, and the nearest alternative lies 400.9 kJ/mol above it.

=====

Run a
{"formula": "C4H6ClNOS", "method": "ωB97M-V with the def2-TZVPD basis set", "homo_energy_ev": -8.66, "smiles": "CN(S)C=O.C#CCl", "gap_ev": 9.16, "species": ["S", "Cl", "C", "H", "H", "O", "C", "H", "C", "C", "H", "H", "N", "H"], "positions_angstrom": [[1.31817, 1.33083, 0.03687], [-2.22097, -0.37326, -0.16325], [-1.84226, 1.92639, 1.48207], [0.95040, -1.72236, -1.92908], [-0.52904, -0.81182, -1.91765], [1.22957, -0.97189, 1.81433], [0.55564, -0.65003, -1.70017], [-1.87604, 2.56009, 2.31228], [-2.01800, 0.98938, 0.75129], [0.92487, -1.16873, 0.63660], [0.96256, 1.22687, 1.30024], [0.55207, -2.04502, 0.22500], [0.92960, -0.30520, -0.42947], [1.06343, 0.01474, -2.41907]]}

=====

Run b
{"formula": "C4H6ClNOS", "method": "ωB97M-V with the def2-TZVPD basis set", "homo_energy_ev": -8.92, "smiles": "Cn1sccc1=O.Cl", "gap_ev": 9.32, "species": ["H", "C", "C", "H", "C", "C", "N", "H", "O", "H", "H", "S", "H", "Cl"], "positions_angstrom": [[-0.72355, 0.36357, 2.76155], [-0.39717, -0.39608, 0.21936], [-1.69451, -0.33534, -0.53699], [2.08635, 0.82851, 0.64406], [-1.46657, -0.13084, -1.83429], [1.99753, 0.12058, -0.08378], [0.65690, -0.18100, -0.62537], [2.36701, -0.74300, 0.24553], [-0.31693, -0.61998, 1.41968], [-2.19440, -0.09616, -2.73074], [2.71693, 0.37359, -0.96473], [0.16679, 0.31716, -2.15981], [-2.56804, -0.55292, -0.11848], [-0.63035, 1.05192, 3.76400]]}

=====

run b is favored, and the nearest alternative lies 270.1 kJ/mol above it.

=====

Run a
{"formula": "C22H24FN3O3", "method": "ωB97M-V with the def2-TZVPD basis set", "homo_energy_ev": -8.49, "gap_ev": 8.45, "species": ["H", "H", "H", "H", "H", "C", "H", "C", "N", "H", "H", "H", "O", "C", "C", "H", "C", "H", "C", "H", "C", "C", "F", "H", "H", "N", "C", "C", "C", "H", "C", "H", "C", "H", "H", "C", "H", "C", "C", "H", "C", "O", "C", "H", "H", "H", "C", "O", "C", "H", "C", "N", "C"], "positions_angstrom": [[1.99678, -2.61771, -0.44744], [5.29118, -1.03474, -1.30607], [-2.17353, 5.10432, 0.32325], [4.78227, 0.60017, -0.81111], [2.77508, 4.31800, 4.48260], [2.33310, -0.85793, -1.73662], [-0.62100, 5.28499, -1.56986], [1.35320, 1.27207, 3.72573], [0.83139, 0.58955, -2.96470], [4.29729, 2.36618, 3.03979], [-1.91014, 2.29915, 0.28950], [3.46123, -2.80364, -1.49161], [3.57239, -0.31289, -2.24901], [2.30392, 2.31273, 3.79863], [-0.28980, 4.75044, -0.67943], [0.39827, -1.37236, -2.48194], [-0.02907, 1.11995, -2.03211], [0.54518, 4.61082, 5.49992], [4.43214, -0.39202, -1.09690], [1.64003, -1.17904, -3.73356], [2.80573, -2.10866, -0.96696], [0.10569, 1.49120, 4.31642], [-0.81405, 0.51272, 4.25365], [0.13115, 3.88399, 1.91427], [-0.83270, 5.98269, 1.05889], [3.87334, -1.27397, 1.28056], [-0.88828, 2.65262, 0.44923], [1.26246, -0.78739, -2.78858], [3.45332, -1.01029, -0.08689], [2.29118, 0.92699, -0.35457], [4.27067, -0.06595, 1.92780], [1.52838, 1.21747, -3.33371], [3.21680, 0.59494, 2.69633], [0.35559, 3.14965, -2.80443], [-1.58415, 3.69530, 2.25289], [2.03450, 3.53119, 4.43425], [1.32709, -0.49689, 0.18461], [-0.85746, 3.81338, 1.44986], [-0.02221, 2.59682, -1.94967], [1.52350, -0.77310, 2.79239], [-0.18542, 2.66838, 4.94663], [5.35565, 0.45248, 1.77193], [0.79032, 3.68374, 4.99881], [-1.15954, 2.80664, 5.39433], [0.75620, 5.02421, -0.50522], [-0.31800, 1.77713, 0.75923], [2.19758, -0.16026, -0.37134], [-0.71471, 0.40776, -1.31566], [1.95380, 0.18544, 3.02401], [4.70340, -1.86290, 1.23868], [-1.11211, 5.04512, 0.57872], [3.42959, 1.87333, 3.16392], [-0.37506, 3.24818, -0.84154]]}

=====

Run b
{"formula": "C22H24FN3O3", "method": "ωB97M-V with the def2-TZVPD basis set", "homo_energy_ev": -8.42, "gap_ev": 8.85, "species": ["C", "H", "C", "C", "C", "H", "C", "H", "H", "C", "H", "H", "C", "C", "C", "N", "H", "H", "H", "C", "H", "H", "N", "H", "O", "C", "H", "N", "C", "C", "O", "H", "C", "H", "C", "C", "H", "H", "C", "C", "H", "H", "H", "H", "O", "F", "H", "H", "C", "H", "C", "C", "C"], "positions_angstrom": [[-2.05596, -0.34732, -1.76361], [-0.08946, -3.49102, 0.21712], [-2.08867, 4.03070, 0.64247], [-3.91137, 7.13342, 0.25069], [5.49058, -5.81420, -0.98596], [-0.04060, -2.39635, -2.52487], [1.54975, -3.59885, -1.01967], [-0.92739, 4.51727, 2.30967], [4.82262, -3.77191, -1.45634], [-1.15199, -1.35766, -1.03161], [-2.64715, 2.27291, -1.08654], [4.97367, -4.59713, 1.52704], [-1.50973, 2.67134, 0.54876], [-1.68638, 0.50002, -0.52437], [-3.14700, 5.99425, 0.51107], [-1.89138, 1.92024, -0.52179], [-1.46014, -3.26481, -1.91854], [5.51421, -6.58070, -1.76005], [-4.40942, 9.12210, 0.79019], [-2.25500, 6.04352, 1.59962], [-1.42829, 7.19776, 3.24009], [1.80695, -4.30458, 1.05064], [0.25533, -3.30060, -0.70780], [-1.92621, -0.11471, 1.57361], [-0.69033, 2.29096, 1.36884], [-0.28705, -0.16460, -0.58786], [-1.61023, 0.03680, -2.67956], [-1.62737, 4.82926, 1.65743], [-3.80229, 8.25803, 1.01983], [5.14496, -6.42494, 0.38471], [2.02813, -3.34714, -2.11631], [-3.41949, -0.28055, 0.59949], [-0.62238, -2.62230, -1.63260], [3.66852, -5.72906, 1.88061], [-2.32836, -0.34183, 0.58650], [3.54229, -4.70878, -0.03664], [3.80015, -4.97728, -2.16127], [0.26654, -0.25960, 0.34281], [2.30284, -4.23332, 0.08775], [-2.89805, 8.26816, 2.10059], [6.48036, -5.35688, -0.96797], [4.54335, -7.32750, 0.25675], [0.32896, 0.24094, -1.38817], [-2.82035, 9.16343, 2.70279], [-1.91602, -1.65378, 0.16173], [-4.77164, 7.10200, -0.78672], [-3.58421, 4.33957, -0.93719], [-3.10125, -0.62585, -1.90129], [4.39569, -4.76182, -1.27760], [6.03104, -6.70403, 0.95417], [-3.03311, 4.69922, -0.08455], [-2.11853, 7.17801, 2.40777], [4.31087, -5.35083, 1.08611]]}

=====

Run c
{"formula": "C22H24FN3O3", "method": "ωB97M-V with the def2-TZVPD basis set", "homo_energy_ev": -8.39, "gap_ev": 8.95, "species": ["H", "C", "H", "H", "H", "H", "C", "H", "C", "C", "H", "C", "C", "H", "H", "O", "C", "C", "H", "H", "H", "H", "C", "H", "N", "H", "C", "H", "H", "C", "C", "H", "O", "C", "C", "C", "N", "C", "H", "O", "H", "H", "N", "C", "H", "C", "C", "C", "H", "F", "H", "C", "C"], "positions_angstrom": [[-2.00676, -4.65404, -3.29270], [0.28921, 3.14242, 0.30835], [-1.45635, 1.78621, -2.98039], [0.31493, 4.16858, 0.68357], [-2.08830, -1.58741, 6.11778], [-2.64023, -4.94502, -1.67122], [-0.62049, -4.06413, -1.73985], [0.22814, 3.39482, -3.63472], [-0.86920, -1.61536, 2.98107], [1.43056, 1.17344, 2.77671], [-2.91113, -2.56679, -1.25932], [-0.01323, -0.51471, 3.03677], [1.69456, 2.57789, 0.06157], [1.08595, -0.19692, 1.11011], [2.23750, 0.89964, -1.29206], [3.26075, 2.51970, 3.31062], [-1.40260, -1.97175, -2.63384], [1.35721, 1.40321, -0.90053], [0.03308, -4.91723, -1.91917], [-2.26315, -2.85567, 3.98683], [3.43859, 3.17321, 1.03820], [-3.44541, -2.66858, -2.93358], [-0.15027, -2.79404, -2.45314], [1.37274, 2.04681, -3.78547], [2.63942, 2.56640, 1.14629], [-2.46981, -0.23398, -3.11104], [-0.31110, 0.14063, -3.30309], [1.97988, 4.46535, -1.17501], [0.25409, -3.02600, -3.44308], [2.07697, 3.37998, -1.21016], [0.52204, 2.42802, -3.22388], [0.57938, 0.70061, -0.61222], [-0.22670, 3.10790, -1.03233], [-0.67620, -0.17701, 5.38284], [-2.04143, -4.26202, -2.27275], [0.89436, 2.57681, -1.77787], [-0.57458, 1.48844, -3.36672], [-1.60795, -1.99955, 4.06561], [-0.65646, -3.89329, -0.66041], [0.82019, -0.29880, -3.44872], [0.64166, -2.25014, -1.94197], [3.03698, 3.06578, -1.61729], [0.95351, 1.21220, 4.06633], [-2.59299, -2.83129, -2.27395], [1.33362, 1.82745, 4.76560], [2.50068, 2.13957, 2.43323], [0.86593, 0.12442, 2.11004], [0.06469, 0.18996, 4.25404], [-0.60207, 0.37538, 6.30974], [-0.96439, -2.29896, 1.82150], [-0.32129, 2.52085, 0.96443], [-1.50111, -1.27131, 5.26600], [-1.49342, -0.70169, -3.03073]]}

=====

run b is favored, and the nearest alternative lies 9.0 kJ/mol above it.

=====

Run a
{"formula": "C21H25N5O4", "method": "ωB97M-V with the def2-TZVPD basis set", "homo_energy_ev": -8.29, "smiles": "CC(=O)N[C@H](Cc1ccccc1)C(=O)NC1CCN(c2ncccc2[N+](=O)[O-])CC1", "gap_ev": 8.06, "species": ["C", "C", "C", "H", "H", "N", "C", "H", "H", "H", "N", "C", "H", "H", "C", "C", "H", "C", "C", "C", "H", "H", "N", "C", "C", "H", "C", "C", "O", "H", "C", "O", "N", "H", "H", "H", "C", "O", "C", "C", "C", "N", "H", "H", "H", "O", "H", "H", "H", "C", "H", "C", "H", "H", "H"], "positions_angstrom": [[-3.07395, -2.94568, -4.74932], [2.34328, 4.02539, 4.10259], [-1.89277, -3.34309, -5.35211], [2.90685, -0.13776, 1.32435], [-1.79489, -3.30684, -6.42710], [1.49126, 2.12201, 1.31004], [-0.96552, -3.83788, -3.19465], [-3.09352, 0.09373, 3.32554], [-0.05481, 2.02510, -0.04027], [1.21898, 3.14688, -0.50539], [2.01882, 3.01063, 3.34046], [2.67946, 4.26933, 1.42958], [-0.63942, -0.00062, -0.27107], [-0.14200, -4.17651, -2.58447], [2.72457, 5.27115, 3.61139], [-2.28100, -3.46718, -1.08459], [2.76773, 1.26400, -0.93186], [-0.31386, -1.98257, -0.47415], [2.06927, 3.11402, 2.00230], [1.12263, 0.88072, 1.95691], [3.35966, 6.25043, 1.80105], [2.06454, -1.06431, -0.75439], [-2.33387, -1.99333, 0.87539], [-0.83908, -3.78751, -4.57170], [1.03356, 2.17204, -0.05864], [-2.28015, -1.29511, -1.07091], [-1.85373, -2.12332, -0.49293], [1.82773, -0.26936, 1.23628], [0.43494, -2.93710, -0.45950], [-2.47119, -2.84851, 1.39089], [-2.14799, -3.44358, -2.58317], [-2.15706, 0.24932, 0.96993], [0.07535, -0.69950, -0.44171], [1.29864, 1.08520, -1.90030], [0.03562, 0.75854, 1.90732], [-3.31887, -3.66494, -0.80691], [2.93635, 5.36447, 2.25183], [3.63629, 3.28901, -0.37394], [-2.44092, -0.80948, 1.50774], [1.45700, -0.30275, -0.25334], [-2.93644, -0.90592, 2.93103], [3.21056, 4.32509, 0.11215], [2.92060, 6.09847, 4.27154], [-2.19558, -1.41672, 3.54338], [-4.12396, -2.68434, -2.90566], [3.26716, 5.41003, -0.43751], [-1.63817, -4.24473, -0.66656], [-3.90007, -2.59841, -5.35268], [-3.86939, -1.46274, 2.97327], [1.69684, 1.06829, -0.88569], [0.08476, -4.09768, -5.03732], [-3.19887, -2.99399, -3.37228], [1.55789, -1.22006, 1.69735], [1.42766, 0.93118, 3.00106], [2.28912, 3.83651, 5.16671]]}

=====

Run b
{"formula": "C21H25N5O4", "method": "ωB97M-V with the def2-TZVPD basis set", "homo_energy_ev": -7.68, "smiles": "Cc1cc(C)n2nc(C(=O)OCC(=O)c3cc(C)n(C[C@H]4CCCO4)c3C)nc2n1", "gap_ev": 7.93, "species": ["C", "C", "H", "N", "H", "H", "C", "C", "C", "N", "H", "H", "C", "C", "H", "H", "H", "C", "H", "H", "H", "O", "C", "H", "C", "C", "O", "N", "C", "H", "H", "C", "H", "H", "C", "H", "C", "H", "C", "C", "C", "C", "N", "H", "C", "H", "N", "H", "C", "O", "H", "H", "H", "H", "O"], "positions_angstrom": [[-0.95647, -3.75328, 0.72509], [2.75221, -1.40284, 0.35317], [-2.27793, 1.30248, 0.24131], [-1.33646, -1.28813, 0.43351], [4.99287, 3.14737, -0.42672], [-4.55603, -1.77105, -0.47062], [-3.83385, -1.25904, 0.18289], [-1.19581, 1.21461, 0.28318], [-0.77332, -0.09975, 0.83496], [3.61851, 0.69642, -0.65475], [-0.79265, 2.01457, 0.89942], [-3.09971, -2.41983, 1.90112], [-0.70185, -2.32356, 1.04117], [-2.44047, -1.42017, -0.47517], [-4.51808, -0.63212, 3.40264], [1.27912, 3.81016, -5.16802], [0.86214, 0.33264, 2.20165], [2.67928, -0.23344, -0.56345], [3.43237, -2.77410, 2.54937], [-0.80374, 1.32846, -0.72942], [3.24820, 4.32773, -3.30820], [2.93475, -0.98747, 1.60739], [0.24147, -0.38296, 1.69929], [5.31853, 4.02947, -1.93895], [3.65294, 2.70159, -2.00159], [-4.68393, 0.44565, 1.50598], [1.11039, -3.67547, 3.03820], [1.59466, -0.02618, -1.32534], [-3.98159, -0.50891, 2.46537], [-0.37053, -4.36766, 1.40226], [-2.00638, -4.02504, 0.82610], [2.88227, 3.40358, -2.89152], [-5.77272, 0.28995, 1.53273], [-4.47165, 1.49967, 1.69242], [1.60452, 2.92253, -3.26138], [-2.97037, -0.15737, 2.67228], [2.70590, -1.95790, 2.62066], [5.71849, 2.30343, -1.77796], [-3.93761, -1.78626, 1.62763], [1.29848, -2.58133, 2.54665], [5.00336, 3.08157, -1.51384], [1.84931, 1.11350, -1.94024], [3.11285, 1.55946, -1.53177], [-4.86138, -2.35238, 1.75132], [0.30723, -1.79910, 1.84118], [-0.64058, -3.96904, -0.29702], [1.10871, 1.80258, -2.79063], [2.83598, -1.43312, 3.56972], [0.75934, 3.69362, -4.21867], [-4.18266, 0.12136, 0.22469], [-0.17637, 3.16815, -4.38045], [-2.35534, -0.65927, -1.25414], [-2.38494, -2.40451, -0.94234], [0.55447, 4.68699, -3.82311], [2.62407, -2.54624, 0.01194]]}

=====

run b is favored, and the nearest alternative lies 126.8 kJ/mol above it.